Below is ClH8O4Pd as an isolated structure in a non-equilibrium geometry, with properties calculated with ωB97M-V with the def2-TZVPD basis set.

Spin multiplicity: 3
Gap between HOMO and LUMO (alpha / beta) in Eh: 0.3018 / 0.2550
Charge: +1

```
14
Properties=species:S:1:pos:R:3:lowdin_charge:R:1
Pd 0.30764 -0.11714 -0.67007 0.72
Cl -0.83536 -1.05714 -1.93807 0.09
O 0.68164 -1.01514 0.86793 -0.20
H 0.58764 -1.94914 1.15093 0.12
H 0.65364 -0.49614 1.71193 0.13
O -2.11136 -0.33414 1.03893 -0.13
H -2.95436 -0.47814 0.49993 0.10
H -1.89136 -1.24114 1.32293 0.04
O -0.25236 1.52786 -0.28407 -0.18
H -1.16636 1.81286 -0.28607 0.10
H 0.23164 2.31186 0.02993 0.12
O 1.88464 0.13786 -1.25207 -0.20
H 2.23764 1.03786 -1.52507 0.16
H 2.62664 -0.14014 -0.66707 0.13
```